Below is a structure of composition C3HO3Rh at a distorted geometry, with properties calculated with ωB97M-V/def2-TZVPD.

Its expectation value of S² is 6.0159. For the total energy, the calculation gives -450.1748 Eh. As for the net charge: +2. Its spin multiplicity is 5. Its frontier orbital gap (spin up / spin down) is 9.6647 / 8.0232 eV. The value obtained for the LUMO energy (spin up / spin down) is -11.22 / -13.79 eV.

Atoms and positions in Å:
H (1.811, -0.018, -0.540)
O (-0.209, -1.775, -2.074)
C (0.160, -0.944, -1.369)
C (0.716, -0.075, -0.501)
O (0.024, 0.980, 0.036)
C (-1.026, 0.834, 1.183)
O (-1.697, 1.775, 1.440)
Rh (0.221, -0.778, 1.825)

=====

Below is the ion C3HO3S with charge -1 at a distorted geometry, with properties calculated with ωB97M-V/def2-TZVPD.

For the total energy, the calculation gives -738.8649 Eh. As for the net charge: -1. Its spin multiplicity is 1. Its frontier orbital gap is 7.9616 eV. Its energy relative to the best compared isomer or geometry (same formula, charge and spin) is 60.8 kJ/mol. The value obtained for the LUMO energy is 3.28 eV.

Atoms and positions in Å:
C (0.797, 1.007, -0.260)
C (-0.369, -0.982, 0.636)
C (-0.248, 0.060, -0.554)
O (-0.817, -0.538, 1.722)
O (1.846, 1.283, 0.270)
O (-0.162, -2.151, 0.244)
S (-0.691, 1.878, -0.580)
H (-0.356, -0.557, -1.479)

=====

Below is the ion C3HO3S with charge -1 at a distorted geometry, with properties calculated with ωB97M-V/def2-TZVPD.

For the total energy, the calculation gives -738.8084 Eh. As for the net charge: -1. Its spin multiplicity is 1. Its frontier orbital gap (spin up / spin down) is 6.8289 / 6.8296 eV. Its energy relative to the best compared isomer or geometry (same formula, charge and spin) is 209.2 kJ/mol. The value obtained for the LUMO energy (spin up / spin down) is 3.37 / 3.37 eV.

Atoms and positions in Å:
C (1.455, -0.551, -0.789)
C (-1.821, 0.057, 1.171)
C (-0.864, 0.338, 0.197)
O (-0.909, 1.006, -0.803)
O (2.582, -0.984, -0.793)
O (0.564, -0.658, 0.140)
S (-2.241, 0.742, 2.592)
H (1.234, 0.049, -1.714)